No. 1
An isolated molecule of C4H5N3O in a non-equilibrium geometry. Source: the OMol25 dataset; level of theory: ωB97M-V/def2-TZVPD.

For the HOMO energy, the calculation gives -9.73 eV. As for the energy above the lowest of the compared OMol25 structures with the same formula, charge and spin: 129.2 kcal/mol. As for the structure (SMILES): NCC1=NC(=O)C=N1. The max |F| comes out at 13.45 eV Å⁻¹. The calculation puts the gap between HOMO and LUMO at 8.56 eV. As for the total energy: -10742.0135 eV.

Geometry (Å):
N (-1.080, 1.211, -1.248)
C (-0.186, -0.027, -1.687)
C (0.466, -0.378, -0.399)
N (1.693, -0.283, 0.151)
C (1.413, -0.562, 1.571)
O (1.994, -0.549, 2.681)
C (-0.227, -0.712, 1.608)
N (-0.742, -0.518, 0.519)
H (-0.412, 1.908, -0.871)
H (-1.936, 0.959, -0.664)
H (-0.870, -0.683, -2.348)
H (0.429, 0.469, -2.076)
H (-0.542, -0.834, 2.765)

Forces on atoms 1 to 6 (eV/Å):
N 0.1 -1.4 -0.5
C -9.7 -3.7 5.4
C 0.0 -0.1 2.5
N -3.1 -0.9 -0.4
C -1.7 0.5 3.1
O -0.8 0.0 -5.0

Population analysis type Löwdin, resulting atomic charges in e:
1. N 0.0031
2. C -0.1149
3. C -0.2199
4. N 0.1627
5. C -0.3267
6. O 0.0541
7. C -0.0931
8. N 0.0583
9. H 0.0797
10. H 0.0916
11. H 0.1668
12. H -0.0251
13. H 0.1635

No. 2
C4H5N3O as an isolated structure in a non-equilibrium geometry. Source: the OMol25 dataset; level of theory: ωB97M-V/def2-TZVPD.

For the HOMO energy, the calculation gives -9.01 eV. As for the energy above the lowest of the compared OMol25 structures with the same formula, charge and spin: 207.7 kcal/mol. The max |F| comes out at 11.57 eV Å⁻¹. The calculation puts the gap between HOMO and LUMO at 8.67 eV. As for the total energy: -10738.6093 eV.

Geometry (Å):
C (1.588, -0.717, 0.019)
C (-0.761, 0.444, -0.178)
C (-2.141, 0.482, -0.424)
C (-0.014, 1.498, 0.121)
H (-1.003, -1.499, 1.183)
H (2.302, -1.347, 1.196)
H (3.300, 0.150, -0.177)
H (-2.567, -0.455, -1.199)
H (-2.932, 1.310, -0.259)
N (0.086, -0.690, -0.211)
N (2.146, 0.092, -0.784)
N (0.592, 2.497, 0.411)
O (-0.597, -1.765, 0.303)

Forces on atoms 1 to 6 (eV/Å):
C -0.9 0.8 1.7
C -3.5 -2.7 -1.4
C 0.0 -2.4 -2.5
C 4.7 10.1 3.0
H 0.7 -0.2 -1.2
H -3.0 1.6 -3.5

Population analysis type Löwdin, resulting atomic charges in e:
1. C -0.2752
2. C -0.3802
3. C 0.0889
4. C -0.2417
5. H 0.1341
6. H 0.2257
7. H 0.1850
8. H 0.1518
9. H 0.0912
10. N -0.1567
11. N 0.0470
12. N 0.1897
13. O -0.0596

No. 3
An isolated molecule of C4H5N3O in a non-equilibrium geometry. Source: the OMol25 dataset; level of theory: ωB97M-V/def2-TZVPD.

For the HOMO energy, the calculation gives -9.52 eV. As for the energy above the lowest of the compared OMol25 structures with the same formula, charge and spin: 138.7 kcal/mol. As for the structure (SMILES): C/N=c1/cnocn1. The max |F| comes out at 6.97 eV Å⁻¹. The calculation puts the gap between HOMO and LUMO at 9.14 eV. As for the total energy: -10741.6004 eV.

Geometry (Å):
C (-2.205, 0.263, -0.009)
N (-1.338, -0.928, 0.014)
C (-0.101, -0.512, 0.100)
C (1.198, -1.310, -0.094)
N (2.524, -1.036, -0.040)
O (2.511, 0.370, 0.076)
C (1.527, 1.177, -0.056)
N (0.272, 0.902, -0.129)
H (-1.916, 0.597, 1.073)
H (-2.101, 1.111, -0.882)
H (-3.209, -0.371, -0.101)
H (0.954, -2.417, -0.138)
H (1.885, 2.154, 0.185)

Forces on atoms 1 to 6 (eV/Å):
C -2.1 -1.0 0.4
N 4.5 1.2 -0.2
C 2.0 1.5 -3.3
C 0.7 -4.0 1.4
N -6.9 1.0 -0.5
O 4.7 -0.1 0.4

Population analysis type Löwdin, resulting atomic charges in e:
1. C -0.1824
2. N -0.0059
3. C -0.3223
4. C -0.0171
5. N 0.1441
6. O -0.0639
7. C -0.2402
8. N 0.1111
9. H 0.1009
10. H 0.1196
11. H 0.0952
12. H 0.1245
13. H 0.1363

No. 4
An isolated molecule of C4H5N3O in a non-equilibrium geometry. Source: the OMol25 dataset; level of theory: ωB97M-V/def2-TZVPD.

For the HOMO energy, the calculation gives -8.71 eV. As for the energy above the lowest of the compared OMol25 structures with the same formula, charge and spin: 90.5 kcal/mol. As for the structure (SMILES): [H]/N=C\N=c1/[nH]cco1. The max |F| comes out at 7.60 eV Å⁻¹. The calculation puts the gap between HOMO and LUMO at 9.24 eV. As for the total energy: -10743.6918 eV.

Geometry (Å):
H (3.677, -0.881, 0.351)
N (3.351, 0.039, -0.074)
C (2.085, 0.022, -0.210)
N (1.190, -0.968, 0.150)
C (-0.034, -0.583, 0.133)
N (-0.542, 0.780, 0.006)
C (-1.941, 0.685, 0.056)
C (-2.263, -0.592, -0.067)
O (-1.042, -1.274, 0.002)
H (1.438, 0.923, -0.385)
H (-0.091, 1.453, 0.746)
H (-2.556, 1.562, -0.077)
H (-3.271, -1.165, -0.630)

Forces on atoms 1 to 6 (eV/Å):
H -0.6 1.2 -0.8
N -0.3 -1.2 0.3
C -0.5 1.3 1.7
N -0.6 -1.2 0.0
C 3.0 4.9 -0.8
N 1.7 1.6 3.7

Population analysis type Löwdin, resulting atomic charges in e:
1. H 0.0641
2. N 0.0634
3. C -0.3696
4. N 0.1138
5. C -0.4767
6. N 0.0712
7. C -0.1179
8. C -0.0599
9. O 0.0863
10. H 0.0979
11. H 0.1927
12. H 0.1201
13. H 0.2145

No. 5
A 2-piece molecular cluster, C4H5N3O overall in a non-equilibrium geometry. Source: the OMol25 dataset; level of theory: ωB97M-V/def2-TZVPD.

For the HOMO energy, the calculation gives -9.79 eV. As for the energy above the lowest of the compared OMol25 structures with the same formula, charge and spin: 33.8 kcal/mol. As for the structure (SMILES): N#Cc1ncc[nH]1.O. The max |F| comes out at 1.43 eV Å⁻¹. The calculation puts the gap between HOMO and LUMO at 10.15 eV. As for the total energy: -10746.1494 eV.

Geometry (Å):
N (2.791, 1.380, 0.897)
C (1.662, 1.123, 0.859)
C (0.307, 0.744, 0.573)
N (-0.107, -0.501, 0.396)
C (-1.273, -0.407, -0.304)
C (-1.665, 0.913, -0.372)
N (-0.652, 1.627, 0.190)
H (-1.686, -1.257, -0.841)
H (-2.585, 1.380, -0.709)
H (-0.598, 2.637, 0.255)
O (1.370, -2.860, -0.102)
H (0.775, -2.129, 0.162)
H (1.663, -2.649, -1.004)

Forces on atoms 1 to 6 (eV/Å):
N -1.3 -0.1 0.2
C 0.9 0.0 0.0
C -0.3 -0.4 0.4
N 0.7 0.5 -1.1
C -0.4 0.4 0.1
C -0.4 -0.4 -0.2

Population analysis type Löwdin, resulting atomic charges in e:
1. N 0.1655
2. C -0.1201
3. C -0.3404
4. N 0.0872
5. C -0.1121
6. C -0.0770
7. N 0.0969
8. H 0.1154
9. H 0.1181
10. H 0.1705
11. O -0.1037
12. H -0.0296
13. H 0.0292

No. 6
C4H5N3O as an isolated structure in a non-equilibrium geometry. Source: the OMol25 dataset; level of theory: ωB97M-V/def2-TZVPD.

For the HOMO energy, the calculation gives -8.54 eV. As for the energy above the lowest of the compared OMol25 structures with the same formula, charge and spin: 100.7 kcal/mol. The max |F| comes out at 2.51 eV Å⁻¹. The calculation puts the gap between HOMO and LUMO at 9.12 eV. As for the total energy: -10743.2499 eV.

Geometry (Å):
C (1.157, -0.168, -0.057)
C (-0.958, 0.583, -0.070)
C (-1.409, -1.270, 0.088)
C (-0.170, -0.536, -0.145)
H (2.888, -0.687, 0.724)
H (2.076, -1.978, 0.069)
H (1.836, 1.807, 0.281)
H (-1.495, -1.578, 1.132)
H (-1.775, -1.988, -0.652)
N (2.342, -0.996, -0.072)
N (1.119, 1.183, -0.066)
N (-0.288, 1.672, 0.090)
O (-2.182, -0.031, -0.014)

Forces on atoms 1 to 6 (eV/Å):
C -0.9 -2.1 -0.4
C 2.1 0.2 -0.1
C -1.2 -1.9 0.2
C 1.9 -0.9 -0.4
H 0.4 -0.3 -0.1
H 0.1 0.7 -0.1

Population analysis type Löwdin, resulting atomic charges in e:
1. C -0.2916
2. C -0.4037
3. C -0.0887
4. C -0.1215
5. H 0.0783
6. H 0.0951
7. H 0.1410
8. H 0.1294
9. H 0.1246
10. N 0.1013
11. N 0.0586
12. N 0.1340
13. O 0.0432